(1)
C7H18ErN8O3S as an isolated structure in a non-equilibrium geometry. Source: OMol25; level of theory: ωB97M-V with the def2-TZVPD basis set.

Atoms and positions in Å:
Er 8.72 11.75 6.64
C 12.40 9.66 4.45
O 12.70 10.44 5.67
C 11.72 11.00 6.24
O 10.52 10.83 5.92
N 11.94 11.80 7.31
N 10.72 12.21 8.03
H 13.36 9.42 3.99
H 11.86 10.35 3.78
H 11.76 8.79 4.62
H 12.80 11.98 7.77
H 10.92 13.20 8.29
H 10.73 11.64 8.92
N 6.84 13.54 6.83
N 6.96 14.63 6.00
C 8.11 14.91 5.38
N 8.06 16.13 4.87
S 9.54 13.99 5.40
H 6.14 12.92 6.45
H 6.58 13.74 7.80
H 6.14 15.24 5.89
H 7.40 16.91 4.98
H 8.82 16.38 4.28
C 5.47 6.90 8.08
N 6.09 8.23 7.81
C 6.31 9.18 8.92
C 7.21 10.20 8.18
O 7.75 11.18 8.63
N 7.37 9.82 6.88
C 6.68 8.69 6.72
N 6.54 8.13 5.54
H 4.58 7.19 8.66
H 6.11 6.34 8.67
H 5.11 6.42 7.17
H 6.98 8.74 9.68
H 5.36 9.64 9.31
H 6.88 8.62 4.70
H 6.10 7.24 5.43

Summary:
2S+1   4
Charge   +3
Energy   -2353.76352 a.u.
Frontier orbital gap (alpha / beta)   9.77 / 9.87 eV
LUMO (alpha / beta)   -9.1964 / -9.1052 eV
Expectation value of S²   3.752


(2)
C7H18FI2OP2Ru as an isolated structure in a non-equilibrium geometry. Source: OMol25; level of theory: ωB97M-V with the def2-TZVPD basis set.

Atoms and positions in Å:
I 3.11 -0.75 2.92
I 3.67 -2.33 0.94
Ru -0.51 0.17 -0.51
P 0.97 2.04 -1.22
C 0.87 3.54 -0.22
C 1.61 0.69 -0.15
H 2.50 0.31 -0.65
H 3.20 2.51 -2.08
H 1.02 -0.30 0.10
H 2.38 1.21 -2.97
H 0.21 3.33 0.63
H 1.89 1.10 0.83
C 2.24 2.19 -2.50
H 1.87 3.80 0.14
H 1.92 2.91 -3.27
H 0.46 4.36 -0.80
P -1.17 -1.62 0.57
C -2.76 -1.32 1.43
C -1.54 -2.98 -0.59
H 0.78 -2.76 1.45
H -0.72 -3.30 2.29
H 0.03 -1.70 2.65
C -0.18 -2.43 1.86
H -0.60 -3.33 -1.03
H -2.04 -3.82 -0.09
H -3.16 -2.23 1.86
H -3.49 -0.89 0.72
H -2.19 -2.59 -1.39
H -2.58 -0.59 2.22
C -2.17 0.85 -0.85
O -3.23 1.26 -1.13
F -0.32 2.23 -2.27

Summary:
2S+1   5
Charge   +3
Energy   -1824.38563 a.u.
Frontier orbital gap (alpha / beta)   5.73 / 5.55 eV
LUMO (alpha / beta)   -12.6607 / -14.9295 eV
Expectation value of S²   6.015


(3)
One molecule with the formula C7H18N2O in a non-equilibrium geometry. Source: OMol25; level of theory: ωB97M-V with the def2-TZVPD basis set.

Atoms and positions in Å:
C -0.82 -0.15 -1.09
C 0.03 0.55 -0.10
C 0.97 -0.95 0.43
C -0.68 1.13 1.11
C 1.00 1.53 -0.72
C 0.17 -1.96 1.23
C 2.16 -0.49 1.25
N -1.90 -0.99 -0.67
N -1.76 1.20 -1.80
O -0.14 -0.68 -2.14
H -0.76 -1.22 -2.66
H 1.33 -1.42 -0.48
H -2.24 -0.76 0.25
H -2.66 -0.75 -1.32
H -1.18 1.66 -2.50
H -2.10 1.91 -1.17
H -1.39 0.46 1.57
H -1.21 2.04 0.84
H 0.06 1.39 1.87
H 1.74 1.86 0.01
H 1.50 1.09 -1.58
H 0.47 2.43 -1.04
H -0.60 -2.43 0.62
H -0.26 -1.52 2.13
H 0.82 -2.78 1.56
H 1.85 0.06 2.14
H 2.75 -1.35 1.57
H 2.85 0.13 0.67

Summary:
2S+1   1
Energy   -462.21438 a.u.
Frontier orbital gap   9.37 eV
LUMO   0.8271 eV
SMILES   CC(C)C(C)(C)C(N)(N)O


(4)
A 2-piece molecular cluster, C7H18N2O2S overall in a non-equilibrium geometry. Source: OMol25; level of theory: ωB97M-V with the def2-TZVPD basis set.

Atoms and positions in Å:
C -2.27 -0.85 -0.60
C -3.05 -0.09 1.63
C -1.90 1.56 -0.13
C -0.33 -0.30 2.21
C 2.20 1.39 0.17
C 2.24 -0.61 -2.49
C -1.97 0.16 0.56
N -0.60 -0.07 1.01
N 2.00 -0.04 0.41
O 2.00 -2.26 -0.49
O 4.13 -0.98 -0.84
S 2.47 -0.93 -0.76
H -3.35 -0.79 -0.74
H -1.71 -0.78 -1.54
H -1.95 -1.86 -0.22
H -3.27 0.85 2.10
H -2.64 -0.90 2.18
H -4.16 -0.41 1.24
H -1.67 2.36 0.58
H -1.16 1.59 -0.88
H -2.88 1.83 -0.57
H 4.61 -1.73 -0.48
H 0.74 -0.42 2.46
H -1.02 -0.25 3.13
H 3.06 1.46 -0.53
H 1.22 1.72 -0.24
H 2.46 1.93 1.13
H 2.88 -1.28 -2.86
H 1.25 -0.79 -2.78
H 2.65 0.49 -2.65

Summary:
2S+1   1
Energy   -935.52425 a.u.
Frontier orbital gap   9.01 eV
LUMO   0.5429 eV
SMILES   CN=[S@](C)(=O)O.C=NC(C)(C)C


(5)
An isolated ion of composition C7H18N4P and charge +1 in a non-equilibrium geometry. Source: OMol25; level of theory: ωB97M-V with the def2-TZVPD basis set.

Atoms and positions in Å:
C -3.00 0.02 1.69
C -1.20 1.80 0.16
C -0.40 -1.75 -1.21
C 2.55 0.00 1.26
C 0.22 1.72 -0.59
C 0.55 -0.64 -1.61
C 1.15 -0.07 0.84
N -2.18 1.12 -0.57
N 0.25 -2.56 -0.17
N 3.35 0.45 0.40
N 0.95 0.36 -0.52
P -3.19 -0.17 0.03
H -3.10 -0.87 2.26
H -2.32 0.74 2.05
H -1.00 1.34 1.10
H -1.47 2.82 0.33
H -1.08 -1.14 -0.55
H -0.88 -2.28 -2.09
H -0.28 -3.19 0.29
H 2.77 -0.06 2.40
H 0.07 2.12 -1.60
H 0.80 2.29 0.09
H 1.60 -0.96 -1.98
H 0.11 -0.06 -2.46
H 0.83 -1.11 1.02
H 0.35 0.28 1.44
H -2.71 1.75 -1.24
H 0.97 -3.08 -0.66
H 4.37 0.58 0.64
H 1.93 0.53 -0.73

Summary:
2S+1   1
Charge   +1
Energy   -837.52964 a.u.
Frontier orbital gap   9.36 eV
LUMO   -2.7043 eV
SMILES   [H]/N=C/C[N@@H+](CCN)CCNP=C


(6)
A 2-piece molecular cluster, C7H18O overall in a non-equilibrium geometry. Source: OMol25; level of theory: ωB97M-V with the def2-TZVPD basis set.

Atoms and positions in Å:
C -1.19 -1.46 -0.70
C -0.54 -1.28 0.73
C -0.15 -2.34 -1.58
C -2.47 -2.22 -0.65
H -1.29 -0.46 -1.01
H -0.64 -0.05 1.01
H -0.23 -3.29 -1.09
H -0.47 -2.16 -2.63
H 0.87 -1.99 -1.56
H -2.37 -3.08 0.06
H -3.31 -1.84 0.09
H 0.54 -1.59 0.72
H -1.26 -1.90 1.46
H -2.73 -2.56 -1.73
C 1.11 1.91 0.90
C 0.48 3.34 0.93
C 1.73 1.46 -0.43
O 1.87 1.70 2.03
H 0.15 1.29 1.08
H 0.04 3.54 -0.01
H 2.86 1.63 -0.39
H 1.52 0.48 -0.62
H 1.28 2.04 -1.23
H 2.86 1.48 1.70
H 1.40 3.87 0.95
H -0.06 3.50 1.98

Summary:
2S+1   1
Energy   -352.62084 a.u.
Frontier orbital gap   10.29 eV
LUMO   0.8633 eV
SMILES   CC(C)C.CC(C)O


(7)
C7H18O3Si2 as an isolated structure in a non-equilibrium geometry. Source: OMol25; level of theory: ωB97M-V with the def2-TZVPD basis set.

Atoms and positions in Å:
C 3.06 -1.19 -1.50
C 2.35 -0.43 -0.65
C -3.20 -0.99 0.43
C -0.82 2.96 0.80
C -1.44 0.58 -3.19
C 0.41 -2.54 0.79
C 1.16 -0.30 2.47
O -2.58 -0.24 -0.57
O -1.69 2.00 0.40
O -1.16 1.35 -2.04
Si 0.89 -0.72 0.61
Si -1.32 0.76 -0.56
H 3.95 -0.79 -1.90
H 2.87 -2.17 -1.75
H 2.72 0.60 -0.51
H -2.53 -1.82 0.72
H -4.13 -1.58 0.16
H -3.52 -0.29 1.21
H -0.97 3.19 1.88
H -1.17 3.85 0.21
H 0.31 2.67 0.69
H -0.52 -0.02 -3.50
H -1.77 1.29 -3.95
H -2.27 -0.11 -3.01
H -0.44 -2.63 0.12
H 1.12 -3.29 0.51
H 0.05 -2.71 1.79
H 2.05 0.47 2.63
H 0.28 0.21 2.96
H 1.38 -1.16 3.01

Summary:
2S+1   3
Energy   -1082.07791 a.u.
Frontier orbital gap (alpha / beta)   4.76 / 5.96 eV
LUMO (alpha / beta)   0.8022 / -2.8281 eV
Expectation value of S²   2.008


(8)
A 2-piece molecular cluster, C7H18P overall in a non-equilibrium geometry. Source: OMol25; level of theory: ωB97M-V with the def2-TZVPD basis set.

Atoms and positions in Å:
C -3.27 -1.15 0.77
C -2.58 1.33 -0.21
C 1.44 1.41 -1.17
C 3.23 0.23 0.62
C 1.67 -1.64 -0.76
C 0.21 -0.07 0.99
C -2.47 -0.16 -0.12
P 1.61 0.01 -0.02
H -3.33 -0.86 1.79
H -2.82 -2.11 0.62
H -4.39 -1.20 0.53
H -1.80 1.77 0.35
H -3.55 1.61 0.14
H -2.44 1.46 -1.20
H 2.48 1.68 -1.49
H 0.98 2.30 -0.61
H 0.84 1.14 -2.07
H 3.34 1.20 1.13
H 4.03 0.11 -0.16
H 3.60 -0.48 1.36
H 1.50 -1.61 -1.80
H 0.84 -2.17 -0.34
H 2.62 -2.08 -0.40
H -0.08 0.87 1.53
H 0.26 -1.03 1.48
H -1.92 -0.55 -0.95

Summary:
2S+1   1
Charge   +1
Energy   -618.48587 a.u.
Frontier orbital gap (alpha / beta)   6.21 / 8.22 eV
LUMO (alpha / beta)   -5.3105 / -4.2337 eV